The ion C10H13N4O with charge +1 in a non-equilibrium geometry, computed with ωB97M-V/def2-TZVPD.

Results
frontier orbital gap (spin up / spin down) = 7.70 / 7.70 eV
energy above the lowest of the compared OMol25 structures with the same formula, charge and spin = 105.3 kcal per mole
HOMO energy (spin up / spin down) = -0.495 / -0.495 Ha
SMILES = C=N[N+]1=C2C(=C(C)C(C)=C(C)[C@@H]2O)N=N1
charge = +1
LUMO level (spin up / spin down) = -0.212 / -0.212 hartree
spin multiplicity = 1

Each line ends with the Mulliken charge.
CARTESIAN COORDINATES (ANGSTROEM)
C -0.39 -1.24 0.49  0.741
C 1.01 -1.04 0.03  0.637
C 1.54 0.22 -0.14  0.757
C 0.84 1.40 0.07  0.560
C -0.55 1.34 0.19  0.194
C -1.11 0.02 0.33  0.079
C -4.45 -0.60 -0.54  -0.228
C 1.83 -2.25 -0.07  -1.938
C 3.01 0.47 -0.35  -1.872
C 1.32 2.82 0.21  -1.294
N -1.57 2.14 0.00  -0.229
N -2.69 1.56 -0.10  -0.820
N -2.42 0.21 0.05  0.856
N -3.35 -0.85 0.00  -0.756
O -1.12 -2.28 -0.08  -0.570
H -0.44 -1.46 1.60  0.247
H -5.23 -1.33 -0.42  0.304
H -4.60 0.38 -1.12  0.286
H 2.58 -2.16 -0.93  0.517
H 2.15 -2.49 0.88  0.404
H 1.24 -3.09 -0.51  0.338
H 3.46 0.98 0.41  0.495
H 3.55 -0.52 -0.35  0.349
H 3.25 1.01 -1.30  0.394
H 2.39 3.06 0.07  0.371
H 0.64 3.45 -0.31  0.408
H 1.01 2.90 1.40  0.333
H -1.88 -2.65 0.50  0.437

=====

A cluster of 2 separate species, C10H13N5 in total in a non-equilibrium geometry, computed with ωB97M-V/def2-TZVPD.

Results
frontier orbital gap = 8.95 eV
energy above the lowest of the compared OMol25 structures with the same formula, charge and spin = 63.4 kcal per mole
HOMO energy = -0.349 Ha
SMILES = N#C/N=C/n1ccnc1.C1=NCCCC1
charge = 0
LUMO level = -0.020 hartree
spin multiplicity = 1

Each line ends with the Mulliken charge.
CARTESIAN COORDINATES (ANGSTROEM)
C -2.78 -1.14 2.31  0.464
C -0.77 3.78 0.43  -0.452
C -0.59 2.43 0.12  -0.273
C -2.08 2.73 1.70  -0.043
C -1.74 0.41 1.11  0.792
C 2.41 -0.86 -0.60  -0.620
C 1.49 -1.62 0.37  -0.707
C 2.12 -1.44 -2.11  -0.623
C 0.11 -1.69 -0.17  -0.182
C 0.64 -1.39 -2.36  -0.566
N -3.00 -2.14 2.81  -0.487
N -1.65 3.93 1.50  -0.536
N -2.68 0.10 1.93  -0.527
N -1.59 1.77 0.83  0.122
N -0.27 -1.53 -1.39  -0.487
H -0.15 4.74 0.22  0.308
H 0.00 1.88 -0.51  0.413
H -2.82 2.41 2.43  0.391
H 2.16 0.21 -0.47  0.198
H 3.49 -0.82 -0.43  0.365
H 1.79 -2.55 0.76  0.392
H 1.34 -1.07 1.26  0.442
H 2.81 -0.96 -2.84  0.372
H 2.45 -2.44 -2.04  0.303
H -0.90 -0.01 0.64  -0.325
H -0.57 -2.25 0.52  0.588
H 0.46 -0.41 -2.83  0.332
H 0.33 -2.04 -3.19  0.344

=====

> Number 2 is which compound?

C10H13N5